A molecular structure, C36H48N2O2P3RuS2. Source: the Open Molecules 2025 dataset; level of theory: the ωB97M-V functional and the def2-TZVPD basis.

Each line ends with the Mulliken charge.
Cartesian coordinates (Å):
Ru  0.27454  0.46577  0.36177  1.742
S  0.20638  2.87969  1.23742  -0.508
S  2.63327  0.74224  0.89830  -0.644
P  2.10480  2.52961  1.71850  0.885
P  -0.66830  1.63505  -1.86680  0.642
P  0.63742  -1.20523  -1.65180  -0.144
O  2.23178  2.48912  3.27386  -0.266
O  3.08842  3.65492  1.27085  -0.165
N  -0.93969  -0.55229  1.72402  0.315
N  -1.85913  -1.49131  3.63625  0.225
C  2.88721  -3.58304  0.75385  -0.737
C  3.95140  -3.94442  -0.05812  -0.614
C  -3.00718  0.62059  -0.80968  -0.772
C  5.14013  4.13968  0.11315  -1.297
C  -0.48961  -2.21141  -2.62420  0.685
C  -2.23877  0.70730  -1.97010  1.215
C  -1.15805  3.33060  -2.25107  1.116
C  0.40442  -0.59854  3.74241  -1.580
C  3.41952  2.87307  4.05194  -0.234
C  -0.35474  -2.36316  -4.00121  -0.343
C  -3.12219  -2.99356  2.07927  -0.676
C  -3.97435  -0.46591  -3.16464  -0.815
C  -2.25683  -3.83463  -4.01508  -0.586
C  3.67243  3.85733  -0.05356  0.082
C  -0.95440  3.86775  -3.52146  -0.621
C  -1.24509  -3.17099  -4.69444  -0.742
C  1.42056  0.00174  -2.76746  -1.423
C  -4.71959  -0.56948  -1.99972  -0.744
C  -1.16753  -3.38198  5.11738  -0.948
C  -1.51306  -2.87286  -1.94744  -0.365
C  1.89700  -2.74584  0.26187  -0.350
C  -1.83666  4.07301  -1.28631  -0.321
C  0.40807  1.05002  -3.23986  -1.379
C  -4.24005  -0.01653  -0.82032  -0.774
C  -2.09340  5.87431  -2.85402  -0.535
C  -2.30255  5.34028  -1.58927  -0.902
C  4.31569  1.68184  4.26242  -0.966
C  3.03498  -2.64371  -1.85806  -0.572
C  1.96622  -2.26595  -1.04397  1.275
C  -2.38993  -3.69015  -2.63975  -0.588
C  -2.74380  0.17307  -3.15272  -0.431
C  -1.72367  -1.97104  5.02526  -0.735
C  -0.85347  -0.90580  2.99933  1.136
C  -1.42244  5.13945  -3.81900  -0.775
C  -3.13769  -1.75121  2.96164  -1.143
C  4.02472  -3.47548  -1.36383  -0.738
H  -1.11559  -1.26110  5.58386  0.414
H  3.80648  0.89157  4.81135  0.255
H  4.85132  -3.76483  -1.99782  0.452
H  1.15665  -0.19397  3.07052  -0.129
H  5.66436  3.27714  0.52234  0.282
H  0.43577  -1.86129  -4.54562  0.391
H  0.80655  -1.49115  4.21821  0.292
H  -4.83875  -0.05421  0.08019  0.515
H  -5.68389  -1.05857  -2.01514  0.461
H  5.57240  4.37205  -0.85997  0.418
H  5.18596  1.98974  4.84182  0.405
H  0.20506  0.13795  4.52124  0.447
H  2.82757  -3.95471  1.76664  0.472
H  -0.21768  0.65965  -4.04395  0.564
H  1.93592  -0.45014  -3.61758  0.742
H  -4.04061  -3.04811  1.49604  0.385
H  -0.44384  3.30620  -4.29144  0.328
H  -2.18950  0.24501  -4.07799  0.366
H  -1.14230  -3.28917  -5.76437  0.459
H  -1.81516  -4.09681  4.61425  0.273
H  -2.01355  3.66813  -0.29853  0.339
H  -1.26398  5.55137  -4.80602  0.431
H  1.06173  -2.47227  0.90134  0.288
H  3.00529  3.25623  4.98144  0.313
H  -1.09315  -3.67936  6.16171  0.406
H  -1.83195  -0.80704  1.30650  -0.786
H  4.72286  -4.59808  0.32298  0.417
H  -4.35265  -0.87615  -4.09060  0.502
H  -0.17341  -3.45829  4.67792  0.242
H  4.67195  1.27574  3.31582  0.254
H  -3.88790  -1.85328  3.74386  0.415
H  -2.94246  -4.47029  -4.55895  0.439
H  -1.63212  -2.73886  -0.87756  0.291
H  2.18673  0.48448  -2.15003  0.398
H  -3.41676  -0.85685  2.39732  0.650
H  -2.45826  6.86509  -3.08785  0.416
H  -2.28010  -2.99109  1.38570  0.022
H  3.92017  3.68201  3.52438  0.278
H  5.30060  4.99560  0.76619  0.327
H  3.12920  4.69377  -0.49134  0.300
H  -2.72039  -1.92960  5.46270  0.392
H  -2.67237  1.09877  0.11098  0.687
H  3.09931  -2.29546  -2.88112  0.342
H  -3.05512  -3.89848  2.67825  0.375
H  0.94652  1.91167  -3.63835  0.587
H  -3.17983  -4.20627  -2.11165  0.481
H  -2.82736  5.91322  -0.83803  0.445
H  3.48947  2.95811  -0.64521  0.075

Cartesian forces (eV/Å) of the 6 atoms listed first:
0.06 0.38 -0.17
-0.09 0.12 0.07
0.13 -0.20 -0.15
-0.03 0.04 0.01
-0.24 -0.36 0.08
0.37 0.10 0.20

Calculated values
relative energy (zero: lowest compared OMol25 entry of this formula, charge and spin)	0.000	eV
expectation value of S²	8.76
multiplicity	6
net charge	+2
LUMO energy (alpha / beta)	-0.15631 / -0.26123	Eh

---

A molecular structure, C36H48N3O2P2Rb. Source: the Open Molecules 2025 dataset; level of theory: the ωB97M-V functional and the def2-TZVPD basis.

Each line ends with the Mulliken charge.
Cartesian coordinates (Å):
Rb  -0.39241  -0.70935  -0.73640  0.696
P  0.77413  -1.69582  2.21537  0.339
P  -2.53885  1.74112  -0.68878  0.407
O  3.52305  0.73200  -7.53483  -0.525
O  6.68707  -2.24442  -3.31504  -0.504
N  1.10014  0.34672  -3.12029  -0.032
N  1.87078  -2.14192  -2.11935  -0.273
N  -1.37113  0.36883  1.76587  0.983
C  -3.44954  0.30348  3.02695  0.499
C  -1.68447  -3.03912  2.36093  -1.315
C  -4.81111  2.79739  -2.29804  -1.551
C  4.59100  -2.74131  -2.29041  0.472
C  -0.93575  3.74376  0.35298  -1.352
C  1.30818  1.49774  4.79703  -1.227
C  -0.77648  1.81095  3.63703  -0.065
C  0.90457  1.70187  -5.08080  -1.104
C  0.13005  2.21085  4.59548  -0.728
C  -2.71614  0.61271  1.85332  -2.063
C  -2.31267  3.54509  -0.28485  0.301
C  -3.40353  4.16022  0.58641  -1.510
C  2.05390  -0.35818  -3.73221  0.275
C  2.47283  -0.08631  -5.02979  -0.655
C  3.75522  -3.44760  -1.43523  -0.809
C  2.27719  1.27479  -7.14891  -0.688
C  2.67299  -1.46641  -2.94216  0.327
C  6.05834  -3.06216  -2.34651  -0.577
C  -5.55204  0.83074  1.98440  -1.130
C  2.72341  -2.87227  4.10993  -1.535
C  2.41491  -3.11194  -1.38636  -0.433
C  -0.38609  -2.83171  3.14426  0.334
C  1.88723  0.96024  -5.72430  0.594
C  -0.55752  0.67395  2.81937  -1.037
C  -4.85959  1.18095  0.84089  0.031
C  0.60527  -0.09996  3.09595  1.041
C  4.03304  -1.73422  -3.06093  -0.663
C  -3.46648  1.10293  0.74858  1.114
C  -3.68776  1.76794  -2.16642  0.684
C  -0.68050  -2.42686  4.58494  -1.491
C  1.51781  0.35003  4.05059  -0.258
C  2.43111  -2.42460  2.67531  0.398
C  -4.81982  0.40719  3.09244  -0.748
C  3.56611  -1.59107  2.07336  -1.320
C  -4.17330  0.34039  -2.44197  -1.434
C  0.55112  1.35688  -3.78767  -0.286
H  7.62681  -2.44516  -3.32612  0.301
H  6.48924  -2.89882  -1.35240  0.311
H  0.15068  -3.78911  3.15484  0.680
H  -5.32904  0.14076  4.01164  0.398
H  3.22973  -0.69334  -5.50728  0.731
H  6.17708  -4.12387  -2.58937  0.340
H  -0.76333  4.79944  0.57817  0.465
H  -3.34379  -0.37119  -2.37928  0.280
H  4.22448  1.20466  -7.07509  0.314
H  -5.63211  2.62979  -1.60363  0.228
H  -3.23340  5.23429  0.70196  0.503
H  2.03826  1.81773  5.52872  0.407
H  3.68573  -3.39197  4.14058  0.508
H  -2.89839  -0.04203  3.89191  0.201
H  0.42201  2.53973  -5.56866  0.422
H  -5.42338  1.54201  -0.00618  0.123
H  -1.47946  -3.39479  1.34748  0.262
H  4.51472  -2.13105  2.14246  0.489
H  -4.40148  4.01484  0.17272  0.286
H  -2.31661  -3.78347  2.85198  0.453
H  2.42164  -0.21227  4.23122  0.132
H  -5.23261  2.75168  -3.30653  0.484
H  4.13774  -4.24006  -0.80338  0.449
H  -1.22642  -1.48463  4.61464  0.094
H  -2.24622  -2.10615  2.29091  0.144
H  -0.13646  3.39778  -0.30571  0.221
H  -1.29447  -3.19108  5.07022  0.498
H  1.74296  -3.64036  -0.71796  0.403
H  -0.20892  1.92115  -3.25532  0.357
H  -1.67639  2.39340  3.47833  0.333
H  3.37500  -1.37634  1.01898  0.152
H  -0.85251  3.18132  1.28536  0.175
H  -2.96700  2.00899  -2.95872  0.239
H  1.96733  -3.57141  4.46720  0.340
H  1.53838  0.83672  -7.82225  0.282
H  -0.07713  3.09932  5.18108  0.395
H  -4.44492  3.81299  -2.14273  0.344
H  2.38577  -3.34987  2.08354  0.381
H  -4.60498  0.26053  -3.44230  0.466
H  -4.92651  0.02846  -1.71762  0.264
H  0.22403  -2.28431  5.17537  0.312
H  2.77660  -2.05092  4.82193  0.198
H  -3.39677  3.70773  1.57979  0.186
H  4.65790  -1.15121  -3.72089  0.662
H  2.24644  2.35837  -7.30121  0.389
H  3.69008  -0.63654  2.58408  0.245
H  -6.63095  0.90243  2.02112  0.422
H  -2.31364  4.04229  -1.26377  0.549

Cartesian forces (eV/Å) of the 6 atoms listed first:
0.03 -0.13 0.01
0.00 0.16 0.10
-0.04 0.04 -0.04
0.00 0.00 0.00
0.02 -0.02 0.01
0.06 -0.03 -0.01

Calculated values
relative energy (zero: lowest compared OMol25 entry of this formula, charge and spin)	0.084	eV
multiplicity	1
LUMO energy	-0.00219	Eh